# 1
This record from OMol25 describes a structure of composition C8H17ClINO4PSc in a non-equilibrium geometry. The level of theory is ωB97M-V/def2-TZVPD.

CARTESIAN COORDINATES (ANGSTROEM)
H  -1.781790  2.670355  -5.084116
N  1.879793  2.167973  3.348679
H  1.385682  -2.532973  -0.342414
H  2.886524  0.317674  3.289481
C  -2.736468  2.281869  -4.667124
O  0.974623  -0.725435  1.431639
H  3.214640  0.921305  -1.510778
H  0.423155  -1.323953  -3.929102
H  3.769363  -0.601272  -2.258248
C  -2.467545  0.988953  -4.083617
C  1.256654  -0.680128  -3.627332
H  2.330533  -2.852169  -1.851829
H  2.279703  2.633661  2.509778
H  1.308961  0.272164  4.014717
C  1.407648  -2.424517  -1.432421
C  3.111657  -0.168959  -1.497710
H  0.523633  -2.901899  -1.868761
H  2.407776  2.414967  4.186452
I  -2.338353  1.943394  0.835360
O  1.111799  1.504019  1.086259
C  1.275793  0.418080  1.811364
Sc  -0.152072  1.254137  -0.610372
P  1.378139  -0.649175  -1.806441
H  1.068518  0.328945  -4.011328
H  2.183924  -1.070315  -4.065568
C  -1.277917  -0.743297  -0.645334
H  3.412566  -0.532320  -0.509915
H  -3.531890  2.199925  -5.436233
O  -1.842409  -1.716063  -0.374812
H  0.913519  2.502829  3.452602
O  -2.572422  -0.176172  -4.052264
Cl  0.163944  2.520042  -2.534608
C  1.866921  0.686878  3.171788
H  -3.045401  2.973979  -3.864892

Forces on atoms 1 to 3 (eV/Å):
H -0.438 -0.205 0.151
N 0.169 0.462 0.109
H 0.073 -0.211 -0.227

Calculated values
Calculated total energy ... -68852.834 eV
Net charge ... +2
E_HOMO ... -14.62 eV

=====

# 2
This record from OMol25 describes a cluster of 2 separate species, C8H17FI2N2O3S in total in a non-equilibrium geometry. The level of theory is ωB97M-V/def2-TZVPD.

CARTESIAN COORDINATES (ANGSTROEM)
O  2.283397  0.501899  1.333563
C  -3.124698  -1.917070  -1.586866
O  0.002681  1.281337  -3.539922
O  -2.392658  1.963985  -3.531042
C  -2.676291  0.633970  -0.662513
H  -0.383762  -0.076200  0.598216
C  -0.169030  0.529820  -0.397975
H  0.244950  -2.246772  -1.543402
C  0.954062  -1.689884  -0.797298
H  0.729757  -1.943329  0.341916
C  3.193050  1.552496  3.275315
H  -3.417574  -2.556438  -0.623081
H  2.049751  -2.108286  -1.017980
H  -3.566347  -2.395233  -2.566829
I  -3.468385  2.632426  -0.271565
H  1.936382  0.165144  -0.566740
C  3.571482  -0.935511  2.739199
N  -1.336325  0.584134  -1.356504
H  3.179368  -1.262683  3.705486
H  2.784004  1.336219  4.265444
H  4.659198  -0.838729  2.782816
F  -0.559896  3.327521  -1.990189
H  0.166500  1.621228  -0.064242
N  1.045192  -0.182022  -1.031093
S  -1.152951  1.797482  -2.596235
C  2.955312  0.383662  2.356942
H  -4.044993  0.070662  -2.534454
H  -1.955968  -1.964271  -1.654237
H  -2.546352  0.107316  0.400541
H  2.688981  2.437942  2.873606
H  4.263917  1.760118  3.342789
I  -5.510484  -0.519198  -0.172543
C  -3.718719  -0.364422  -1.495827
H  3.316448  -1.687315  1.984704

Forces on atoms 1 to 3 (eV/Å):
O 0.917 -0.044 1.530
C 0.011 -0.031 0.009
O -3.934 2.410 4.860

Calculated values
Calculated total energy ... -47442.864 eV
E_HOMO ... -9.10 eV
SMILES ... CNCN([C@@H](I)[C@@H](C)I)S(=O)(=O)F.CC(C)=O

=====

# 3
This record from OMol25 describes a structure of composition C8H17HoOP2 in a non-equilibrium geometry. The level of theory is ωB97M-V/def2-TZVPD.

CARTESIAN COORDINATES (ANGSTROEM)
H  2.045815  -4.903531  2.995351
C  1.249183  0.162524  -2.057427
C  -0.602311  -3.710953  1.482811
H  -1.182464  -3.690981  2.415579
H  3.236260  -3.960164  2.080312
H  -1.157258  -3.157428  0.701042
H  -0.895421  0.408108  -2.704876
H  1.433397  2.552024  0.324734
H  -0.990207  2.374772  -0.856114
C  2.024422  0.880654  -1.073336
Ho  0.399712  -0.487749  0.124781
H  2.020846  -1.930027  3.548163
H  2.162115  -5.122065  1.241263
H  0.242039  -1.899880  3.687494
H  1.096300  -0.738321  2.611230
P  1.067912  -3.068312  1.701969
H  1.636681  -0.566161  -2.768962
C  -0.092024  0.667502  -2.018099
C  2.220978  -4.377939  2.047799
H  -3.296261  -0.495410  0.092841
C  1.148826  1.818488  -0.426773
H  -2.711989  1.018843  1.507223
H  -0.507605  -4.755118  1.147970
C  1.083374  -1.794276  2.988503
O  1.454309  -2.337807  0.373042
P  -2.220974  -0.233331  1.008677
H  -2.650560  -1.068061  2.091843
C  -0.144152  1.712739  -1.032659
H  3.096943  0.773499  -0.904145

Forces on atoms 1 to 3 (eV/Å):
H -0.140 0.234 -0.168
C 0.358 1.325 -0.187
C 0.146 -0.829 0.725

Calculated values
Calculated total energy ... -54990.697 eV
E_HOMO (spin up / spin down) ... -2.99 / -4.52 eV
Spin multiplicity ... 5
Relative energy (zero: lowest compared OMol25 entry of this formula, charge and spin) ... 0.0 kcal per mole

=====

# 4
This record from OMol25 describes an isolated molecule of C8H17IO2Si. The level of theory is ωB97M-V/def2-TZVPD.

CARTESIAN COORDINATES (ANGSTROEM)
H  3.817146  -1.163930  -1.570069
H  2.316421  -1.802908  -0.888939
O  -5.113374  0.859889  -0.400278
H  1.860936  1.328620  1.258808
C  -4.844964  -0.502404  -0.767436
C  -2.628291  0.839611  -0.540680
C  0.490551  0.813788  -0.296462
H  -2.608705  1.913580  -0.351386
H  3.497837  0.959019  -0.353284
H  0.652589  0.428989  -1.300525
I  -1.136039  -2.315742  -0.009689
H  2.309691  -0.439702  -2.024795
H  3.749592  -0.097583  2.014881
C  -3.906612  0.270380  0.051164
H  3.583445  -1.626884  1.183844
C  2.987495  0.055703  -0.018535
H  -2.628741  0.654712  -1.611469
H  -5.488818  -1.203777  -0.261368
C  2.833526  -0.896571  -1.191641
C  3.873444  -0.585300  1.051960
Si  -1.126975  0.100181  0.292987
O  -1.281562  0.338068  1.927560
H  1.376253  -0.332146  1.336916
H  4.920152  -0.573221  0.764675
H  -4.619451  -0.643394  -1.812897
C  1.657139  0.457071  0.639035
H  -3.874041  0.037444  1.103005
H  -1.036546  1.236141  2.177333
H  0.367899  1.890366  -0.402716

Forces on atoms 1 to 3 (eV/Å):
H 0.137 -0.173 -0.006
H -0.131 -0.155 -0.005
O -0.122 -0.025 -0.038

Calculated values
Calculated total energy ... -28646.859 eV
E_HOMO ... -9.67 eV
SMILES ... CC(C)CC[Si@](O)(I)C[C@@H]1CO1

=====

# 5
This record from OMol25 describes a structure of composition C8H17InNO8 in a non-equilibrium geometry. The level of theory is ωB97M-V/def2-TZVPD.

CARTESIAN COORDINATES (ANGSTROEM)
O  1.494143  -2.136639  -0.364077
C  -1.042397  1.890371  -2.756377
H  1.175963  0.248311  -1.314237
H  0.758293  2.982171  -0.817667
C  0.620503  -0.477429  -1.908267
C  0.408763  3.454231  -1.735867
H  -4.239917  0.181631  5.590613
H  -1.092137  1.229561  -3.621807
H  1.803503  -4.250669  -0.970047
C  -1.300807  0.970171  -1.524427
H  -2.375607  0.939321  -1.345657
H  -1.882617  2.577571  -2.855777
H  0.904043  -0.247889  -2.935417
O  0.782013  -0.397519  3.832253
H  -0.934067  1.386101  -0.586017
N  -0.812457  -0.411319  -1.499367
H  2.050083  -1.964799  -2.391847
C  2.111843  -3.457999  -0.288337
H  3.461483  0.513381  2.972153
C  1.782873  -0.139739  3.085253
H  -1.359877  -1.016199  -2.094807
H  -0.460867  4.052551  -1.464077
O  -3.254997  -0.288409  2.948643
C  1.225843  -1.798869  -1.698167
O  0.200263  2.638841  -2.822897
C  -3.390997  0.001961  4.147173
In  -1.022007  -1.360429  1.314753
O  -4.554287  0.135681  4.684713
O  2.818133  0.477041  3.683753
H  3.141143  -3.258399  -0.586347
H  2.063343  -3.936959  0.689583
H  1.120053  4.246341  -1.969817
H  0.510413  -2.517049  -2.098777
O  1.676763  -0.308099  1.862923
O  -2.386437  0.043171  4.838273

Forces on atoms 1 to 3 (eV/Å):
O -0.317 -1.541 0.233
C 0.488 -0.414 0.381
H -0.122 0.193 0.204

Calculated values
Calculated total energy ... -31611.545 eV
E_HOMO (spin up / spin down) ... -7.47 / -7.46 eV
Spin multiplicity ... 2

=====

# 6
This record from OMol25 describes the ion C8H17N2 with charge +1 in a non-equilibrium geometry. The level of theory is ωB97M-V/def2-TZVPD.

CARTESIAN COORDINATES (ANGSTROEM)
C  -1.747228  0.107234  -0.124032
H  3.840744  -0.092179  0.433829
H  0.421334  2.548927  0.137822
H  1.589164  -2.384304  -0.001358
H  -0.612031  0.105542  1.852567
H  -2.451619  1.771358  1.222358
H  2.076869  2.271875  -0.251969
N  1.764478  -0.314770  0.196162
C  1.621165  -1.667926  0.825692
H  -1.233673  -1.179482  -1.881713
H  3.502579  -1.054709  -0.773572
C  -0.566517  0.546530  0.813384
H  -2.957565  -0.964785  1.396734
H  -0.363062  0.271603  -1.718086
H  0.633170  -1.667953  1.263049
H  -2.660613  -1.836129  -0.341584
H  -2.305575  0.187225  -2.235019
C  3.066552  -0.106027  -0.414252
N  1.190037  1.914244  0.144954
C  -1.404550  -0.139492  -1.589318
H  2.505115  -1.948247  1.456305
C  -1.690298  1.432162  0.496555
C  -2.869995  -0.877080  0.284808
H  3.172865  0.680728  -1.079936
H  -1.557634  2.216016  -0.228103
H  -3.825459  -0.484192  -0.165126
C  0.861742  0.663821  0.279860

Forces on atoms 1 to 3 (eV/Å):
C -0.361 -2.216 0.172
H -0.967 1.172 -0.775
H -0.246 0.568 0.047

Calculated values
Calculated total energy ... -11544.071 eV
Net charge ... +1
E_HOMO ... -13.64 eV
SMILES ... CN(C)C(=[NH2+])[C@H]1CC1(C)C
Relative energy (zero: lowest compared OMol25 entry of this formula, charge and spin) ... 49.0 kcal per mole